1.
Molecular formula: C12H14O
Method: DFT, wB97M-V/def2-TZVPD

```
27
Properties=species:S:1:pos:R:3:forces:R:3:lowdin_charge:R:1
C -2.118 1.654 -2.286 1.4 -0.2 -0.3 -0.042
C -1.634 1.186 -0.965 -0.1 0.0 0.4 -0.274
C -0.357 1.153 -0.630 1.7 -0.7 0.4 -0.125
C 0.833 1.482 -1.586 -2.4 -2.1 1.2 -0.006
C -0.212 0.720 0.898 -1.0 -0.8 -2.5 -0.152
C 0.676 -0.554 1.204 -2.6 3.1 -1.1 -0.191
C 0.086 -1.763 1.144 0.9 -3.3 1.2 -0.018
C 0.839 -2.961 1.341 0.2 3.4 -1.1 -0.021
C 2.215 -2.756 1.446 -2.1 -0.3 0.4 -0.106
C 2.783 -1.528 1.594 0.1 1.0 -1.1 -0.077
C 1.994 -0.400 1.392 2.5 1.6 1.0 -0.055
O -1.612 0.523 1.241 0.8 -0.3 0.8 -0.103
C -2.507 0.681 0.152 0.8 3.0 0.1 -0.147
H -2.315 0.709 -2.893 0.5 1.7 -0.1 0.117
H -1.325 2.437 -2.569 -1.2 -1.7 -0.7 0.100
H -2.998 2.243 -2.238 -1.2 0.2 0.2 0.055
H 1.134 0.607 -2.137 0.4 -1.0 0.4 0.081
H 1.654 1.857 -1.060 1.3 1.0 0.5 0.053
H 0.465 1.993 -2.423 -0.2 1.8 -0.7 0.032
H 0.185 1.616 1.341 0.2 0.2 1.0 0.134
H -0.950 -1.825 1.117 -1.8 0.0 -0.4 0.093
H 0.407 -3.914 1.183 -0.3 -0.8 0.2 0.090
H 2.782 -3.603 1.387 1.8 -2.0 0.2 0.072
H 3.849 -1.466 1.627 0.5 0.2 0.3 0.099
H 2.399 0.657 1.450 -0.2 -1.5 -0.1 0.138
H -3.299 1.463 0.404 0.8 -1.0 -0.1 0.148
H -2.975 -0.213 -0.135 -0.8 -1.5 -0.1 0.103
```
Forces are in eV/Å.

energy above the lowest of the compared OMol25 structures with the same formula, charge and spin: 18.1 kcal/mol
F_max: 4.24 eV Å⁻¹
HOMO-LUMO gap: 9.69 eV



2.
Molecular formula: C42H42BiClN10O3P2S
Method: DFT, wB97M-V/def2-TZVPD

```
102
Properties=species:S:1:pos:R:3:forces:R:3:lowdin_charge:R:1
Bi -0.504 0.388 -0.986 -0.1 1.2 0.7 1.699
N 1.949 0.746 0.822 -0.4 -0.6 0.1 0.010
N 2.792 1.626 0.173 0.3 0.4 0.1 -0.032
C 2.718 1.874 -1.124 -0.2 -0.2 -0.2 -0.744
N 3.519 2.810 -1.618 0.1 0.1 0.0 0.147
S 1.730 1.019 -2.246 0.4 0.1 -0.2 0.659
H 1.448 1.223 1.564 -0.1 0.1 -0.1 0.079
H 2.484 -0.027 1.208 0.1 0.0 0.0 0.070
H 3.386 2.224 0.734 0.0 0.0 0.0 0.172
H 4.179 3.310 -1.041 0.0 0.0 0.0 0.134
H 3.507 3.003 -2.605 0.0 0.0 0.0 0.114
N 0.375 -2.554 0.878 0.2 0.2 -0.1 -0.408
P 1.141 -2.224 -0.627 0.6 -1.0 1.3 0.859
C 1.395 -3.984 -1.113 -0.2 0.3 -0.5 -0.359
C 1.270 -4.350 -2.451 0.0 0.0 0.1 -0.115
C 1.588 -5.639 -2.855 0.0 -0.1 -0.1 -0.063
C 2.039 -6.565 -1.928 0.0 0.0 -0.1 -0.055
C 2.176 -6.199 -0.595 0.0 0.0 0.1 -0.051
C 1.866 -4.914 -0.188 0.0 -0.1 -0.1 -0.088
C 2.936 -1.931 -0.336 -0.2 0.1 -0.2 -0.403
C 3.606 -2.171 0.858 -0.1 0.0 0.0 -0.115
C 4.993 -2.105 0.895 0.1 0.0 0.1 -0.061
C 5.712 -1.798 -0.250 0.0 0.0 -0.1 -0.061
C 5.045 -1.550 -1.443 0.0 0.0 0.0 -0.059
C 3.662 -1.618 -1.484 0.0 0.0 0.1 -0.145
P -0.369 -1.548 2.098 -0.2 -0.4 -0.3 0.960
C -0.430 -2.841 3.392 0.2 0.3 0.1 -0.377
C -1.608 -3.443 3.824 0.1 0.0 0.0 -0.072
C -1.561 -4.412 4.817 0.0 0.0 0.1 -0.059
C -0.353 -4.769 5.393 0.0 0.0 0.0 -0.062
C 0.825 -4.166 4.971 0.0 0.0 0.0 -0.070
C 0.784 -3.201 3.980 0.0 0.0 0.0 -0.121
C -2.137 -1.515 1.603 0.3 0.3 -0.1 -0.462
C -2.726 -2.426 0.730 0.1 0.1 0.1 -0.130
C -4.044 -2.252 0.337 0.0 0.0 -0.1 -0.076
C -4.782 -1.184 0.830 -0.1 0.0 0.0 -0.064
C -4.219 -0.303 1.742 0.0 0.0 0.0 -0.064
C -2.894 -0.462 2.116 0.1 0.0 -0.1 -0.124
H 0.498 -3.506 1.202 -0.1 0.0 -0.1 0.027
H 0.940 -3.625 -3.185 0.0 0.0 0.0 0.098
H 1.489 -5.916 -3.895 0.0 0.0 0.0 0.113
H 2.301 -7.565 -2.242 0.0 0.0 0.0 0.116
H 2.543 -6.915 0.128 0.0 0.0 0.0 0.116
H 2.026 -4.649 0.851 0.0 0.0 0.0 0.101
H 3.062 -2.440 1.757 -0.1 0.0 0.0 0.087
H 5.515 -2.317 1.817 0.0 0.0 0.0 0.114
H 6.792 -1.774 -0.222 0.0 0.0 0.0 0.114
H 5.599 -1.328 -2.345 0.0 0.0 0.0 0.113
H 3.134 -1.444 -2.413 0.1 0.0 -0.1 0.071
H -2.562 -3.161 3.400 0.0 0.0 0.0 0.101
H -2.475 -4.889 5.143 0.0 0.0 0.0 0.114
H -0.326 -5.508 6.181 0.0 0.0 0.0 0.114
H 1.768 -4.448 5.420 0.0 0.0 0.0 0.111
H 1.701 -2.715 3.662 0.0 0.0 0.0 0.085
H -2.155 -3.277 0.389 0.0 0.0 -0.1 0.093
H -4.501 -2.954 -0.350 0.0 0.0 0.0 0.110
H -5.808 -1.043 0.519 0.0 0.0 0.0 0.112
H -4.798 0.519 2.137 0.0 0.0 0.0 0.114
H -2.437 0.224 2.820 0.0 0.1 0.0 0.104
N -1.662 -2.937 -2.325 -0.1 -0.1 0.0 0.200
C -2.284 -1.946 -2.950 -0.2 0.3 -0.2 -0.429
N -3.267 -2.303 -3.760 -0.2 -0.3 -0.1 0.191
C -3.879 -1.338 -4.437 0.3 0.0 0.3 -0.413
N -4.866 -1.657 -5.260 0.0 0.0 0.0 0.213
N -3.528 -0.035 -4.345 -0.1 0.3 -0.1 0.194
C -2.560 0.243 -3.520 -0.2 -0.6 -0.1 -0.286
N -1.888 -0.646 -2.755 -0.1 -0.1 -0.1 0.022
C -2.119 1.651 -3.486 0.0 0.5 -0.2 -0.191
C -2.707 2.584 -4.327 0.0 0.0 0.1 0.035
C -2.222 3.881 -4.330 0.0 0.0 0.1 0.002
C -1.165 4.202 -3.492 -0.1 -0.1 0.0 0.006
C -0.638 3.217 -2.679 0.1 0.2 0.0 -0.137
N -1.106 1.968 -2.676 -0.3 -0.2 -0.1 -0.070
H -1.939 -3.872 -2.579 0.1 0.0 0.1 0.135
H -0.830 -2.791 -1.791 0.2 0.0 0.1 -0.009
H -5.104 -2.626 -5.391 0.0 0.0 0.0 0.128
H -5.285 -0.944 -5.832 -0.1 0.0 0.0 0.127
H -3.528 2.282 -4.958 0.0 0.0 0.0 0.121
H -2.661 4.629 -4.974 0.0 0.0 0.0 0.128
H -0.756 5.200 -3.458 0.0 0.0 0.0 0.126
H 0.169 3.439 -1.996 0.0 0.0 0.0 0.098
C -0.724 7.914 1.269 0.0 -0.1 0.0 -0.018
C 0.163 6.992 2.054 -0.1 -0.1 -0.1 -0.187
C 0.896 7.444 3.144 0.1 0.0 0.1 -0.048
C 1.686 6.577 3.885 -0.1 -0.1 -0.2 -0.667
Cl 2.549 7.164 5.260 0.1 0.0 0.0 0.701
C 1.785 5.240 3.532 0.0 0.0 0.1 -0.103
C 1.061 4.779 2.445 -0.1 -0.1 -0.1 -0.017
C 0.246 5.640 1.726 0.2 0.0 0.1 -0.241
O -0.476 5.172 0.638 0.1 0.1 0.0 -0.049
C -1.458 4.206 0.913 -0.2 -0.1 0.0 -0.084
C -1.164 2.878 0.243 -0.1 0.0 0.1 -0.651
O -2.104 2.163 -0.156 -0.3 -0.3 0.1 -0.094
O 0.041 2.498 0.100 0.2 -0.2 -0.1 -0.209
H -0.489 8.955 1.474 0.0 0.0 0.0 0.086
H -1.771 7.745 1.527 0.0 0.0 0.0 0.094
H -0.618 7.731 0.201 0.0 0.0 0.0 0.082
H 0.842 8.484 3.434 0.0 0.0 0.0 0.120
H 2.420 4.578 4.103 0.0 0.0 0.0 0.105
H 1.108 3.738 2.145 0.0 0.0 0.0 0.096
H -2.428 4.556 0.551 0.0 0.0 0.0 0.146
H -1.543 4.006 1.988 0.0 0.1 0.0 0.155
```
Forces are in eV/Å.

energy above the lowest of the compared OMol25 structures with the same formula, charge and spin: 40.4 kcal/mol
F_max: 1.74 eV Å⁻¹
charge: +2
HOMO-LUMO gap: 6.83 eV



3.
Molecular formula: C4H14NO3
Method: DFT, wB97M-V/def2-TZVPD

```
22
Properties=species:S:1:pos:R:3:forces:R:3:lowdin_charge:R:1
C 1.280 -1.340 -1.537 0.0 0.1 -0.2 -0.096
C 0.466 -1.259 -0.260 -0.9 -0.5 0.2 -0.466
C 1.352 -1.349 0.982 0.6 -0.2 0.2 -0.083
N -0.504 -0.127 -0.263 0.6 0.1 -0.1 -0.051
C 0.155 1.234 -0.282 0.4 0.1 0.2 -0.463
O 0.537 1.665 0.934 -0.2 0.0 0.0 -0.296
H 2.072 -0.594 -1.537 -0.1 0.2 -0.2 0.064
H 1.786 -2.299 -1.676 -0.2 -0.1 0.3 0.065
H 0.611 -1.205 -2.389 0.1 0.2 -0.1 0.075
H -0.213 -2.125 -0.256 0.3 -0.2 0.0 0.120
H 1.875 -0.411 1.165 -0.2 0.1 0.0 0.067
H 0.818 -1.630 1.893 -0.3 0.3 -0.1 0.069
H 2.117 -2.130 0.873 -0.1 0.0 -0.3 0.063
H -0.902 -0.170 0.676 -0.2 0.2 -0.1 0.101
H 1.019 1.152 -0.967 0.0 -0.2 -0.2 0.080
H -0.522 1.922 -0.836 -0.4 -0.1 0.2 0.088
H -3.617 0.334 -0.682 -0.2 0.0 -0.3 0.020
H -2.271 0.103 -1.244 0.2 -0.2 -0.3 -0.011
O -3.209 0.153 -1.540 0.2 0.1 0.7 -0.117
H -1.284 3.383 2.216 -0.1 0.3 0.0 -0.018
H -0.481 2.104 2.021 0.0 0.3 0.2 -0.026
O -1.087 2.587 2.709 0.1 -0.5 -0.2 -0.184
```
Forces are in eV/Å.

energy above the lowest of the compared OMol25 structures with the same formula, charge and spin: 10.9 kcal/mol
F_max: 1.00 eV Å⁻¹
charge: -1
HOMO-LUMO gap: 7.45 eV



4.
Molecular formula: CH3NOS
Method: DFT, wB97M-V/def2-TZVPD

```
7
Properties=species:S:1:pos:R:3:forces:R:3:lowdin_charge:R:1
S -1.896 -0.061 -0.178 1.0 0.4 0.3 0.697
N -0.366 -0.499 0.617 2.8 0.4 -0.7 -0.407
C 0.963 0.045 -0.145 -2.8 -1.1 0.2 -0.152
O 0.476 -1.243 -0.298 -0.6 -0.4 -0.7 -0.203
H -1.780 1.020 0.603 -0.8 0.3 -0.2 -0.137
H 0.670 0.773 -0.939 0.6 -0.6 0.7 0.100
H 1.932 -0.034 0.340 -0.2 1.0 0.3 0.103
```
Forces are in eV/Å.

energy above the lowest of the compared OMol25 structures with the same formula, charge and spin: 103.4 kcal/mol
F_max: 3.03 eV Å⁻¹
HOMO-LUMO gap: 9.75 eV



5.
Molecular formula: C2H4O2
Method: DFT, wB97M-V/def2-TZVPD

```
8
Properties=species:S:1:pos:R:3:forces:R:3:lowdin_charge:R:1
O -1.365 1.021 0.248 1.2 0.4 0.0 -0.040
C -0.004 -1.043 -0.159 0.0 -0.9 0.2 0.040
C 0.843 -0.011 -0.214 -0.3 0.9 0.0 -0.276
O 0.460 1.244 -0.022 -0.4 -1.4 0.0 -0.013
H -1.244 1.926 0.527 -0.5 0.8 0.3 0.036
H -0.882 -0.936 0.467 -0.1 -0.1 -0.7 0.064
H 0.268 -2.014 -0.539 0.3 -0.2 0.3 0.059
H 1.924 -0.186 -0.307 -0.3 0.4 -0.2 0.131
```
Forces are in eV/Å.

energy above the lowest of the compared OMol25 structures with the same formula, charge and spin: 137.9 kcal/mol
F_max: 1.41 eV Å⁻¹
HOMO-LUMO gap (spin up / spin down): 8.43 / 7.04 eV



- Among the records above, which one has the lowest F_max?
  C4H14NO3